Density functional theory data (the ωB97M-V functional and the def2-TZVPD basis) for a structure of composition C29H38N8O6RuS3.

The geometry in XYZ format:
```
85
Properties=species:S:1:pos:R:3:forces:R:3
Ru -1.2240 0.3721 -0.1757 -1.224 -0.245 -0.489
S -3.5652 1.3242 -0.2502 -0.351 -0.928 -1.018
C -4.4370 0.4510 -1.4451 0.301 0.237 -0.085
C -5.6495 1.0521 -1.9352 0.021 0.345 -0.121
N -6.5310 1.5905 -2.4474 0.088 -0.214 0.345
C -4.0196 -0.7283 -2.1379 -1.369 0.694 -0.119
S -2.6112 -1.4824 -1.8639 1.379 -0.718 0.079
C -4.8694 -1.2541 -3.2077 0.091 1.113 0.497
N -5.5591 -1.4535 -4.1062 0.087 -0.454 0.057
N 0.3938 -1.1631 -0.1792 1.159 0.861 -0.217
C 0.1293 -2.2575 0.7600 -0.193 0.680 0.995
C 0.2822 -3.6888 0.2334 0.464 0.133 0.128
C -0.5219 -4.2025 -0.9557 0.136 0.944 -0.565
C -1.9729 -4.6017 -0.7408 -1.159 -1.412 -0.541
N -2.3707 -4.8064 0.6615 -0.285 0.935 -0.398
C -1.8957 -5.7297 1.4721 -0.987 -1.195 0.094
N -1.8653 -5.5652 2.7907 -0.044 1.453 -0.082
N -1.6520 -6.9858 1.0018 0.229 0.494 -2.005
C -1.2285 -2.0658 1.4618 -2.033 1.100 -0.516
O -1.5501 -2.9255 2.2946 0.304 0.629 0.106
O -2.0582 -1.1052 1.0842 2.105 -1.751 0.806
H 0.6887 -1.4713 -1.1008 -0.183 -0.186 -0.045
H 1.2256 -0.6308 0.1839 -1.176 -0.478 -0.374
H 0.8478 -2.0829 1.5981 -0.480 -0.629 -0.563
H 0.1209 -4.2737 1.1220 0.127 -0.556 0.298
H 1.3191 -3.7951 -0.0542 0.461 -0.126 0.088
H 0.0264 -4.9806 -1.5186 -0.157 0.295 0.537
H -0.5888 -3.3462 -1.6295 0.143 -0.090 -0.481
H -2.2009 -5.5501 -1.3155 0.185 1.007 0.489
H -2.6508 -3.8310 -1.1726 0.390 -0.648 0.561
H -2.7493 -3.9588 1.1003 0.461 -0.527 0.110
H -1.8994 -4.5882 3.1471 0.181 -0.880 -0.332
H -1.7291 -6.3497 3.3937 -0.003 -0.122 0.198
H -1.6741 -7.1326 -0.0427 0.080 0.235 1.963
H -0.9970 -7.5365 1.5193 0.223 -0.296 -0.006
C 0.5911 4.7522 -0.7741 0.980 -0.866 -0.018
N -0.7524 4.8917 -1.2255 -0.698 -0.778 0.449
C -0.9883 5.9141 -2.1783 -1.095 1.369 -0.273
C -1.4652 3.6525 -1.4034 0.546 -0.668 0.437
C -0.8771 2.5972 -2.3531 0.117 1.002 -0.383
C -0.4790 2.9914 -3.6458 1.003 -0.149 -0.681
C 0.0073 2.0766 -4.6252 -0.962 0.224 3.293
C 0.0227 0.7532 -4.2199 -0.005 0.196 -0.339
C -0.2763 0.3826 -2.9291 0.159 -0.793 -0.383
C -0.7030 1.2820 -1.9644 -0.310 -0.960 0.736
H 0.9153 5.7379 -0.4567 0.467 0.078 0.028
H 1.2270 4.3686 -1.6170 0.090 0.376 0.562
H 0.7443 4.0252 0.0860 -0.655 0.814 -0.926
H -1.0089 6.9126 -1.6570 0.456 -0.690 -0.775
H -1.9928 5.8042 -2.6128 0.010 -0.067 0.434
H -0.3808 5.9079 -3.0933 0.657 0.304 0.312
H -2.4646 3.8780 -1.7240 -0.590 0.162 -0.225
H -1.5570 3.2255 -0.3995 0.039 -0.180 -0.198
H -0.4047 4.0639 -3.8312 -0.329 -0.348 -0.220
H 0.4760 2.3308 -5.5224 0.152 0.752 -1.400
H 0.2540 -0.0172 -4.9178 0.416 -0.469 -0.485
H -0.2037 -0.6981 -2.7555 -0.049 0.447 0.219
C 3.3946 1.3804 -1.6112 0.682 0.078 0.582
C 3.7474 0.9975 -0.1863 -1.267 -0.218 -0.707
C 4.0377 2.0021 0.7141 0.574 0.523 -0.126
C 4.0444 1.7792 2.0832 0.090 0.058 -0.817
C 3.7146 0.5194 2.5145 0.457 -0.708 0.549
C 3.4726 -0.5274 1.6284 -0.017 -0.217 0.790
C 3.4645 -0.2888 0.2871 -0.169 -0.390 -1.604
S 3.6190 0.2038 4.2511 -1.165 0.811 0.912
O 4.0632 -1.1185 4.5501 -0.177 -0.484 -0.466
O 4.2121 1.3054 4.9408 0.277 0.515 -0.031
N 1.9751 0.2717 4.5772 0.936 0.886 -0.214
C 1.2536 1.5976 4.5049 1.446 -0.897 -0.225
C 0.8036 2.1992 3.1532 -1.207 1.266 2.060
C 0.1437 1.2679 2.2112 0.697 -0.676 -0.363
O 0.3270 0.0653 2.3760 -0.012 -1.009 0.108
O -0.5039 1.7340 1.2134 -0.006 1.052 0.126
H 4.0759 2.1659 -1.9244 0.020 0.085 -0.332
H 2.3968 1.8094 -1.5726 -0.248 -0.018 -0.277
H 3.4264 0.5561 -2.3211 -0.027 -0.028 0.066
H 4.2941 2.9887 0.3220 -0.178 -0.187 0.158
H 4.3147 2.5796 2.7446 -0.050 0.052 0.431
H 3.2962 -1.5202 2.0140 -0.077 -0.099 0.151
H 3.1692 -1.0922 -0.4514 0.646 0.898 0.923
H 1.5789 -0.3729 3.9367 -0.993 -0.837 -0.554
H 1.9544 2.2300 5.0391 -0.147 0.630 -0.145
H 0.4131 1.4815 5.1353 -0.958 -0.250 0.640
H 1.6313 2.7131 2.7282 0.530 0.393 -0.870
H 0.0326 2.9923 3.4165 0.975 -0.686 -0.322
```
Positions in Å, forces in eV/Å.

**Max |F|**: 3.438 eV/Å
**E_HOMO (alpha / beta)**: -7.54 / -7.89 eV
**E_LUMO (alpha / beta)**: -0.6 / -2.0 eV
**Gap between HOMO and LUMO (alpha / beta)**: 6.98 / 5.85 eV
**2S+1**: 5
**ΔE to the lowest compared entry with this formula, charge and spin**: 21.3 kcal/mol

Okay, here come the Löwdin numbers, in e, for every atom: atom 1 (Ru): 1.20, atom 2 (S): 0.79, atom 3 (C): -0.68, atom 4 (C): -0.29, atom 5 (N): 0.18, atom 6 (C): -0.74, atom 7 (S): 0.83, atom 8 (C): -0.26, atom 9 (N): 0.18, atom 10 (N): 0.00, atom 11 (C): -0.27, atom 12 (C): -0.13, atom 13 (C): -0.17, atom 14 (C): -0.17, atom 15 (N): 0.09, atom 16 (C): -0.46, atom 17 (N): 0.21, atom 18 (N): 0.19, atom 19 (C): -0.56, atom 20 (O): -0.02, atom 21 (O): -0.23, atom 22 (H): 0.08, atom 23 (H): 0.08, atom 24 (H): 0.15, atom 25 (H): 0.10, atom 26 (H): 0.12, atom 27 (H): 0.12, atom 28 (H): 0.07, atom 29 (H): 0.13, atom 30 (H): 0.05, atom 31 (H): 0.15, atom 32 (H): 0.12, atom 33 (H): 0.12, atom 34 (H): 0.14, atom 35 (H): 0.11, atom 36 (C): -0.10, atom 37 (N): -0.29, atom 38 (C): -0.13, atom 39 (C): -0.20, atom 40 (C): -0.22, atom 41 (C): -0.01, atom 42 (C): -0.05, atom 43 (C): -0.11, atom 44 (C): -0.21, atom 45 (C): -0.26, atom 46 (H): 0.08, atom 47 (H): 0.09, atom 48 (H): 0.10, atom 49 (H): 0.10, atom 50 (H): 0.09, atom 51 (H): 0.07, atom 52 (H): 0.11, atom 53 (H): 0.06, atom 54 (H): 0.09, atom 55 (H): 0.08, atom 56 (H): 0.09, atom 57 (H): 0.04, atom 58 (C): -0.03, atom 59 (C): -0.25, atom 60 (C): -0.03, atom 61 (C): -0.05, atom 62 (C): -0.28, atom 63 (C): -0.07, atom 64 (C): -0.07, atom 65 (S): 0.63, atom 66 (O): -0.28, atom 67 (O): -0.29, atom 68 (N): -0.11, atom 69 (C): -0.16, atom 70 (C): -0.08, atom 71 (C): -0.62, atom 72 (O): 0.01, atom 73 (O): -0.16, atom 74 (H): 0.08, atom 75 (H): 0.07, atom 76 (H): 0.08, atom 77 (H): 0.13, atom 78 (H): 0.12, atom 79 (H): 0.12, atom 80 (H): 0.13, atom 81 (H): 0.05, atom 82 (H): 0.11, atom 83 (H): 0.10, atom 84 (H): 0.09, atom 85 (H): 0.15

---

Density functional theory data (the ωB97M-V functional and the def2-TZVPD basis) for the molecule C5H7NO.

The geometry in XYZ format:
```
14
Properties=species:S:1:pos:R:3:forces:R:3
C 1.1590 -0.6084 1.3374 0.147 0.020 0.026
C 0.4963 -0.4111 -0.0116 -0.293 0.045 0.022
C 0.4729 -1.5163 -0.9119 -0.163 -0.819 -0.652
N 0.5624 -2.3761 -1.6875 -0.181 0.725 0.783
C -0.2613 0.6859 -0.2767 0.034 -0.483 -0.076
O 0.0968 1.8734 0.2521 0.009 -0.038 0.212
C -1.5940 0.6728 -0.9568 0.074 0.036 -0.119
H 0.5494 -1.3539 1.8688 0.265 0.103 -0.048
H 2.1866 -0.9759 1.3101 -0.060 0.090 -0.099
H 1.1159 0.3062 1.9375 0.090 -0.164 -0.099
H 1.0420 1.7688 0.4411 -0.219 0.413 0.244
H -1.9676 1.6816 -1.1503 0.191 -0.172 -0.065
H -2.2904 0.1664 -0.2735 0.081 0.151 -0.208
H -1.5680 0.0866 -1.8787 0.025 0.094 0.080
```
Positions in Å, forces in eV/Å.

**Max |F|**: 1.082 eV/Å
**E_HOMO**: -8.79 eV
**E_LUMO**: 0.5 eV
**Gap between HOMO and LUMO**: 9.30 eV
**SMILES**: C/C(O)=C(/C)C#N
**ΔE to the lowest compared entry with this formula, charge and spin**: 29.8 kcal/mol

Okay, here come the Löwdin numbers, in e, for every atom: atom 1 (C): -0.04, atom 2 (C): -0.26, atom 3 (C): -0.22, atom 4 (N): 0.14, atom 5 (C): -0.34, atom 6 (O): 0.07, atom 7 (C): 0.00, atom 8 (H): 0.09, atom 9 (H): 0.08, atom 10 (H): 0.08, atom 11 (H): 0.12, atom 12 (H): 0.09, atom 13 (H): 0.10, atom 14 (H): 0.09